DFT (the ωB97M-V functional and the def2-TZVPD basis) results for a structure of composition C24H40Cl28NO2 in a non-equilibrium geometry.

Results
* molecular weight: 1367.27 u
* charge: -1
* energy: -14028.75940 a.u.
* LUMO level: 1.73 eV
* Kohn-Sham gap: 0.2204 hartree

XYZ file:
```
95
Properties=species:S:1:pos:R:3:forces:R:3
C -4.346 -1.503 -2.990 0.49 0.17 0.31
C -3.054 -0.640 -2.634 2.52 1.96 0.57
C -1.827 -1.250 -1.875 -0.57 3.54 -1.29
C -0.570 -0.380 -1.531 -2.39 1.13 -1.23
C -0.511 1.122 -1.898 -2.86 -2.20 -1.52
C 0.688 2.129 -1.569 -1.40 0.53 -1.45
N 0.330 2.896 -0.340 1.43 -0.66 0.44
C 1.050 2.422 0.872 -0.58 -0.07 1.80
C 1.165 0.825 0.989 0.03 -2.71 -0.98
O 0.247 0.067 1.526 0.89 7.00 -2.23
O 2.333 0.149 0.419 -4.54 7.19 0.11
C -1.758 1.707 -2.669 -0.34 -2.85 1.03
C -3.020 0.876 -3.029 3.47 -1.35 2.10
H -5.114 -1.349 -2.151 0.98 -0.30 -1.36
H -4.821 -1.200 -3.994 0.88 -0.35 1.63
H -4.089 -2.629 -3.038 -0.34 1.77 0.11
H -1.925 -2.358 -1.593 0.51 1.86 -0.39
H 0.312 -0.855 -0.960 -1.60 0.85 -1.01
H 0.715 2.903 -2.439 0.01 -1.67 2.16
H 1.725 1.652 -1.551 -1.63 0.41 0.52
H -0.683 2.974 -0.195 0.74 -0.57 -0.17
H 0.411 2.755 1.780 1.28 -0.86 -1.53
H 2.062 2.966 1.018 -1.39 -1.22 -0.63
H -1.750 2.819 -2.968 -0.06 -1.98 0.63
H -3.879 1.409 -3.580 2.38 -1.74 1.54
C -3.865 -4.922 -0.624 0.22 0.07 0.20
Cl -5.104 -5.242 -1.847 -0.17 -0.05 0.07
Cl -2.268 -5.434 -1.184 0.08 0.01 0.10
H -3.842 -3.852 -0.415 0.20 -0.61 -0.32
H -4.115 -5.471 0.283 0.03 -0.02 -0.22
C 1.924 -2.835 2.421 -1.00 -0.69 -0.42
Cl 1.899 -1.314 1.475 4.36 -8.10 2.11
Cl 2.577 -2.565 4.050 0.11 -0.18 0.64
H 0.907 -3.223 2.509 0.21 -0.16 0.31
H 2.552 -3.564 1.906 0.03 -0.01 0.29
C -3.864 -0.999 1.322 0.45 0.34 0.31
Cl -4.866 -2.146 0.420 -0.60 0.54 0.27
Cl -2.265 -1.668 1.655 -0.23 0.07 0.02
H -3.751 -0.089 0.732 0.03 -0.25 -0.10
H -4.355 -0.768 2.266 0.01 -0.17 -0.16
C -1.524 -7.386 -4.360 -0.18 0.16 0.16
Cl -0.789 -8.949 -3.978 -0.07 -0.04 0.07
Cl -0.656 -6.576 -5.670 -0.07 0.07 -0.01
H -2.557 -7.546 -4.665 0.21 -0.04 -0.03
H -1.495 -6.755 -3.472 0.09 -0.15 -0.20
C -1.126 4.863 3.805 0.01 0.07 0.37
Cl 0.216 4.019 4.589 0.02 0.05 0.05
Cl -1.183 4.506 2.075 -0.39 0.44 0.08
H -2.064 4.542 4.262 0.80 -0.02 -0.20
H -0.996 5.937 3.941 0.09 -0.17 -0.12
C 5.566 -0.769 3.056 -0.31 -0.31 -0.27
Cl 6.128 -1.769 4.403 -0.05 0.23 -0.28
Cl 6.041 0.922 3.275 0.03 0.16 -0.03
H 6.004 -1.143 2.131 0.01 0.13 0.19
H 4.479 -0.828 3.000 0.12 0.07 0.06
C -6.003 1.618 -6.117 -0.06 0.21 -0.28
Cl -5.328 2.199 -4.584 -1.20 0.57 -0.91
Cl -7.128 0.270 -5.884 0.00 0.89 -0.16
H -6.540 2.438 -6.592 0.04 -0.13 0.15
H -5.187 1.290 -6.760 -0.09 -0.05 0.23
C 7.363 -2.981 8.241 0.10 0.22 -0.10
Cl 7.073 -3.590 6.608 0.17 -0.14 0.31
Cl 6.817 -4.136 9.463 0.03 0.04 0.13
H 8.431 -2.808 8.369 -0.17 -0.15 -0.02
H 6.820 -2.045 8.370 -0.03 -0.22 -0.05
C 0.867 4.342 -5.583 0.19 -0.25 -0.22
Cl 0.134 5.905 -5.199 0.02 0.10 -0.07
Cl 0.303 3.081 -4.480 0.10 0.32 -1.33
H 0.598 4.067 -6.603 -0.06 0.09 0.18
H 1.950 4.428 -5.498 -0.20 0.05 0.10
C -0.774 -3.972 5.455 0.22 0.32 -0.07
Cl -1.055 -4.601 3.829 -0.05 0.01 0.05
Cl -1.359 -5.098 6.688 -0.03 0.00 0.15
H 0.295 -3.817 5.594 -0.14 -0.12 -0.10
H -1.301 -3.024 5.563 -0.01 -0.22 -0.05
C 8.762 3.562 2.967 -0.09 -0.36 0.00
Cl 8.719 5.061 2.029 -0.06 -0.02 0.07
Cl 9.427 3.838 4.581 -0.01 -0.07 -0.01
H 7.749 3.176 3.063 0.15 0.17 0.01
H 9.386 2.837 2.446 -0.03 0.21 0.09
C -6.597 -4.151 -4.951 0.21 -0.09 -0.09
Cl -8.093 -4.880 -4.352 0.03 -0.13 0.04
Cl -6.844 -2.459 -5.401 0.19 -0.84 0.07
H -5.841 -4.202 -4.168 -0.20 0.12 -0.07
H -6.260 -4.705 -5.826 -0.17 0.11 0.09
C 9.294 6.501 -1.121 -0.11 0.12 0.22
Cl 8.047 6.164 -2.328 -0.05 0.05 0.07
Cl 10.894 6.030 -1.706 0.07 0.03 0.09
H 9.296 7.569 -0.904 0.04 -0.15 -0.17
H 9.069 5.940 -0.215 0.09 0.01 -0.39
C -4.823 3.989 2.275 0.03 0.00 -0.36
Cl -4.193 4.606 3.808 -0.81 0.08 -0.10
Cl -5.923 2.630 2.535 -0.01 0.00 -0.08
H -5.361 4.788 1.767 0.02 -0.12 0.21
H -3.988 3.656 1.659 -0.06 -0.01 0.24
```
Positions in Å, forces in eV/Å.

Results of the Löwdin charge analysis, in e, for atoms 1 through 2: C -0.13; C -0.21



DFT (the ωB97M-V functional and the def2-TZVPD basis) results for a cluster of 4 separate species, C24H40NO14P3S in total in a non-equilibrium geometry.

Results
* molecular weight: 691.57 u
* energy: -3469.17179 a.u.
* LUMO level: 0.57 eV
* Kohn-Sham gap: 0.3107 hartree
* SMILES: O=COCCc1ccc2c(c1)Sc1ccccc1N2.COP(=O)(OC)OC.COP(=O)(OC)OC.COP(=O)(OC)OC

XYZ file:
```
83
Properties=species:S:1:pos:R:3:forces:R:3
O 0.522 5.424 -2.283 1.34 -0.84 -0.31
C 1.455 4.715 -2.599 -1.65 1.24 1.04
O 1.840 3.672 -1.820 -0.45 0.27 -1.59
C 2.311 2.559 -2.624 1.52 -0.43 0.78
C 3.872 2.489 -2.526 -0.97 0.62 0.53
C 4.230 2.746 -1.063 0.06 -0.58 -2.40
C 4.655 3.991 -0.668 0.10 0.03 0.20
C 4.919 4.198 0.669 0.08 0.81 -0.60
C 4.754 3.168 1.564 0.41 0.89 0.95
C 4.348 1.928 1.137 -0.19 -0.45 1.24
C 4.079 1.705 -0.191 -0.03 -0.50 0.67
S 4.166 0.677 2.383 -0.07 -0.59 -0.03
C 3.490 1.653 3.714 0.98 -0.20 -1.64
C 2.523 1.181 4.554 -0.72 -0.74 0.29
C 2.026 1.992 5.552 -0.44 -0.44 0.41
C 2.535 3.254 5.694 0.01 1.01 0.64
C 3.505 3.722 4.842 0.47 0.64 -0.20
C 3.994 2.932 3.822 0.29 0.35 0.29
N 4.994 3.445 2.947 -1.03 -0.38 -0.10
H 2.022 4.948 -3.521 0.15 -0.61 0.21
H 1.945 1.668 -2.110 -0.38 0.12 -0.34
H 1.956 2.624 -3.654 -0.13 -0.10 0.16
H 4.216 1.494 -2.819 -0.03 0.19 -0.25
H 4.294 3.271 -3.163 0.17 -0.26 -0.01
H 4.755 4.771 -1.414 0.05 0.07 0.17
H 5.230 5.188 0.991 0.01 -0.14 0.17
H 3.756 0.711 -0.486 -0.03 0.15 -0.22
H 2.132 0.174 4.448 0.08 0.08 -0.16
H 1.245 1.635 6.212 0.09 -0.03 -0.03
H 2.208 3.932 6.476 -0.18 -0.22 0.00
H 3.911 4.726 4.951 -0.14 -0.06 0.10
H 4.960 4.450 3.074 0.51 -0.02 -0.06
C -1.764 2.877 -2.991 -0.05 0.21 0.17
O -1.304 1.683 -3.636 0.38 -0.24 -0.19
P -2.413 0.719 -4.226 -0.17 -0.09 0.27
O -3.426 1.347 -5.067 -0.20 -0.05 0.03
O -3.024 -0.012 -2.954 -0.19 0.09 -0.38
C -2.145 -0.511 -1.932 0.10 0.10 0.25
O -1.510 -0.373 -4.937 0.35 0.22 0.10
C -2.196 -1.417 -5.632 -0.14 -0.16 -0.12
H -0.997 3.191 -2.287 0.03 -0.05 -0.04
H -1.921 3.664 -3.726 -0.05 -0.05 -0.02
H -2.691 2.694 -2.444 -0.02 0.01 -0.04
H -2.013 0.257 -1.169 -0.03 -0.08 -0.18
H -1.173 -0.793 -2.337 -0.03 -0.05 -0.06
H -2.601 -1.385 -1.478 -0.04 0.00 -0.06
H -2.769 -2.025 -4.929 -0.02 0.02 -0.01
H -1.450 -2.042 -6.116 0.09 0.08 0.08
H -2.860 -1.000 -6.388 -0.02 0.03 0.05
C -3.913 -2.532 2.294 -0.07 -0.28 0.11
O -3.241 -1.530 1.525 0.08 0.36 -0.24
P -1.920 -0.920 2.148 -0.06 -0.15 -0.08
O -0.948 -1.884 2.651 0.10 0.04 0.32
O -2.430 0.098 3.265 0.19 -0.16 0.09
C -3.516 0.977 2.956 -0.15 0.10 0.00
O -1.427 0.003 0.962 -0.26 -0.07 -0.02
C -0.194 0.704 1.160 0.32 0.10 0.10
H -4.960 -2.535 1.997 0.03 0.09 -0.09
H -3.475 -3.507 2.086 0.04 0.05 0.00
H -3.849 -2.322 3.363 0.02 0.02 0.00
H -4.456 0.510 3.250 0.00 0.00 -0.05
H -3.548 1.221 1.894 0.02 -0.02 0.00
H -3.381 1.894 3.526 0.08 -0.05 0.04
H -0.296 1.426 1.971 0.03 -0.02 0.01
H 0.045 1.235 0.241 -0.16 -0.04 -0.06
H 0.609 0.004 1.387 -0.03 -0.01 0.04
C 0.588 -5.133 0.669 0.18 0.17 0.21
O -0.232 -5.774 -0.320 -0.22 -0.32 -0.29
P -1.551 -5.013 -0.744 0.18 0.03 0.06
O -1.395 -3.601 -1.073 -0.25 0.19 0.10
O -2.567 -5.267 0.457 -0.09 0.24 -0.03
C -2.678 -6.584 1.004 0.00 -0.16 0.13
O -2.083 -5.937 -1.915 0.32 -0.24 0.07
C -3.279 -5.512 -2.574 -0.19 0.10 -0.12
H 1.171 -5.903 1.169 -0.06 -0.09 -0.11
H 1.260 -4.427 0.185 -0.07 0.04 0.01
H -0.019 -4.610 1.411 0.01 0.07 -0.04
H -1.989 -6.687 1.842 0.02 -0.02 -0.03
H -2.462 -7.350 0.259 0.01 0.04 -0.01
H -3.697 -6.716 1.364 -0.02 0.10 -0.03
H -4.120 -5.528 -1.879 0.01 0.04 0.00
H -3.477 -6.206 -3.387 0.12 -0.07 0.06
H -3.155 -4.509 -2.982 0.01 0.01 0.06
```
Positions in Å, forces in eV/Å.

Results of the Löwdin charge analysis, in e, for atoms 1 through 2: O 0.07; C -0.33



DFT (the ωB97M-V functional and the def2-TZVPD basis) results for a structure of composition C24H41BeBrClF2LiMgN3O10PTa in a non-equilibrium geometry.

Results
* molecular weight: 937.14 u
* charge: -1
* energy: -5709.85244 a.u.
* LUMO level: -1.25 eV
* energy relative to the best compared isomer or geometry (same formula, charge and spin): 0.000 eV
* Kohn-Sham gap: 0.1518 hartree

XYZ file:
```
87
Properties=species:S:1:pos:R:3:forces:R:3
N 4.011 0.764 4.021 1.59 0.79 -2.39
C 4.169 0.293 2.636 -0.21 -0.84 0.45
C 3.594 1.347 1.664 0.10 -0.43 -0.09
O 3.646 0.930 0.277 -0.28 1.65 3.75
C 2.120 1.673 1.961 -0.65 0.85 0.27
Ta 0.617 -0.042 1.352 -0.49 -2.63 -1.83
C -0.796 -1.734 0.756 0.87 -0.49 -0.12
C 0.022 -3.088 0.884 -1.11 0.35 1.07
F 0.914 -3.277 -0.180 -0.37 0.14 0.63
C -1.023 1.601 1.288 0.00 0.32 0.73
C -2.414 1.190 1.884 -0.53 0.54 -0.03
C -2.724 1.862 3.274 0.68 -0.48 -1.34
Br -4.077 0.776 4.205 0.31 0.74 -0.17
H 4.343 0.047 4.658 -0.43 0.37 0.06
H 3.019 0.871 4.242 0.53 -0.66 0.69
H 5.229 0.051 2.357 -0.68 0.59 0.25
H 3.630 -0.691 2.553 0.25 0.84 -0.64
H 4.284 2.263 1.741 -0.49 -0.67 0.33
H 4.135 1.620 -0.196 -0.25 -0.43 -0.18
H 1.975 1.979 3.069 2.17 -1.36 -0.70
H 1.789 2.574 1.346 0.34 -0.58 0.24
H 0.326 -0.379 3.181 -0.17 0.67 0.22
H 2.017 -1.237 1.260 -0.09 0.59 0.07
H 0.894 0.275 -0.466 -0.11 0.25 0.55
H -1.120 -1.682 -0.311 0.02 0.18 0.66
H -1.682 -1.872 1.414 0.47 0.19 -0.45
H 0.538 -3.077 1.878 0.15 -0.18 -1.00
H -0.679 -3.957 0.935 0.53 0.57 -0.40
H -1.101 2.033 0.261 0.11 -0.12 0.89
H -0.654 2.481 1.939 -0.64 0.19 -0.59
H -2.573 0.098 1.996 0.48 0.60 -0.16
H -3.193 1.552 1.167 0.39 -0.39 0.61
H -1.799 1.829 3.906 -0.73 0.05 -0.19
H -3.068 2.897 3.067 0.06 -0.66 0.73
Mg 0.654 2.894 3.284 -0.75 0.84 -0.20
F 2.604 0.304 5.755 -1.62 0.01 0.98
C 3.553 -1.055 -4.238 -0.81 0.78 -1.00
C 2.282 -1.893 -4.309 0.46 -0.22 -0.03
C 1.090 -1.115 -4.872 0.11 0.19 0.52
C 0.787 0.057 -4.014 0.07 -0.73 -0.76
N 0.554 0.965 -3.358 -0.22 0.43 0.22
H 3.428 -0.175 -3.531 0.02 -1.47 -1.87
H 4.383 -1.655 -3.862 -0.04 0.03 0.03
H 3.828 -0.678 -5.233 -0.04 -0.17 -0.08
H 2.046 -2.262 -3.307 -0.10 0.06 -0.04
H 2.461 -2.769 -4.941 -0.22 -0.02 -0.01
H 0.208 -1.757 -4.915 -0.05 0.11 0.00
H 1.304 -0.766 -5.886 -0.02 0.08 0.05
Cl 4.042 0.058 -1.813 2.94 -0.91 -0.12
Be 3.758 4.044 1.769 -0.23 0.54 0.24
C -0.432 0.321 -9.006 0.76 0.13 -0.11
C 0.931 0.892 -9.006 -1.04 -0.37 -0.10
N 1.987 1.332 -9.006 0.49 0.18 0.00
H -0.545 -0.372 -8.174 0.14 0.29 -0.32
H -1.168 1.117 -8.909 0.04 -0.03 0.05
H -0.607 -0.213 -9.940 0.05 0.05 0.00
C -1.925 -2.686 7.352 -0.28 -0.34 0.10
C -1.318 -2.968 5.999 -0.11 0.29 0.79
C -1.326 -1.788 5.069 0.52 0.47 0.07
O -1.359 -2.418 3.783 -0.34 -0.50 0.18
C -1.964 -3.622 3.951 -0.08 -0.05 -0.11
O -2.330 -4.322 3.057 0.05 0.07 0.09
O -2.102 -3.923 5.269 0.10 0.04 -0.55
H -1.935 -3.592 7.960 0.11 0.06 0.01
H -1.363 -1.916 7.881 0.06 -0.03 -0.09
H -2.964 -2.363 7.254 0.08 0.09 -0.10
H -0.310 -3.378 6.116 0.00 0.06 -0.11
H -0.436 -1.167 5.174 0.05 -0.09 -0.22
H -2.214 -1.160 5.170 -0.04 -0.15 0.11
C -4.107 0.536 -4.576 0.12 0.09 -0.11
C -3.159 0.451 -5.507 -0.04 0.11 0.04
C -2.815 -0.844 -6.135 0.10 0.01 -0.03
O -1.946 -0.922 -6.985 -0.53 -0.25 0.54
C -3.565 -2.041 -5.692 -0.09 -0.10 0.04
C -4.514 -1.957 -4.762 0.09 -0.13 -0.12
C -4.859 -0.660 -4.132 -0.13 0.05 0.19
O -5.725 -0.583 -3.286 0.05 -0.02 -0.10
H -4.372 1.474 -4.105 -0.01 -0.03 0.03
H -2.600 1.315 -5.843 0.05 -0.03 0.02
H -3.299 -2.978 -6.164 0.03 0.02 -0.01
H -5.072 -2.821 -4.425 -0.01 0.03 0.04
O 1.244 8.401 4.331 -0.31 0.36 0.38
P -0.056 7.644 4.585 -0.35 -0.74 -0.22
O -0.085 6.334 3.802 -0.13 -0.72 0.02
O -1.219 8.528 4.145 0.40 0.17 -0.24
O -0.157 7.346 6.079 0.47 0.06 -0.08
Li 6.333 -1.163 -1.870 -1.59 0.81 0.08
```
Positions in Å, forces in eV/Å.

Results of the Löwdin charge analysis, in e, for atoms 1 through 2: N -0.04; C -0.26



| no. | E_HOMO (hartree) |
| --- | --- |
| 1 | -0.157 |
| 2 | -0.290 |
| 3 | -0.198 |